{"formula": "C4H6InO7", "method": "ωB97M-V/def2-TZVPD", "species": ["In", "O", "O", "O", "O", "O", "O", "O", "C", "C", "C", "C", "H", "H", "H", "H", "H", "H"], "xyz": [[-3.49271, 0.62516, -3.92450], [0.83597, -1.38194, 0.86222], [-2.62410, 0.29398, -2.19005], [2.06752, -0.31850, 3.55950], [-0.41298, -0.14956, -2.23888], [0.10546, 0.70641, 3.45006], [1.91637, 1.70395, 2.56767], [-1.52664, 0.30875, -4.09269], [-0.42547, -0.32720, -0.82010], [-1.55488, 0.13917, -2.84289], [0.96119, -0.76799, -0.38969], [1.44637, 0.69663, 3.12490], [-0.69973, 0.61603, -0.33028], [-0.09530, 1.56803, 3.83215], [1.66451, -1.26404, 1.47038], [-1.16478, -1.09315, -0.55034], [1.36969, -1.46467, -1.14333], [1.62951, 0.10893, -0.34412]], "forces_ev_per_a": [[-6.802, 1.674, -4.257], [1.872, 0.053, 2.427], [1.616, -0.821, 3.398], [0.229, 0.947, -1.130], [0.029, -0.035, -0.358], [1.266, -0.691, -0.249], [0.421, -2.140, 0.555], [2.968, -0.703, 0.023], [-0.442, -0.048, 0.556], [2.452, -0.059, 1.027], [0.723, 0.378, -0.681], [-1.869, 1.622, 0.926], [-0.044, -0.235, -0.130], [-0.129, 0.302, -0.115], [-2.212, -0.333, -2.089], [0.214, 0.179, -0.027], [-0.134, 0.168, 0.215], [-0.159, -0.257, -0.091]], "mulliken_spin": [0.00, 0.00, 0.00, 0.64, 0.00, 0.06, 0.38, 0.00, 0.00, 0.00, 0.00, -0.07, 0.00, 0.00, 0.00, 0.00, 0.00, 0.00], "spin_multiplicity": 2, "de_lowest_kcal_mol": 0.0, "gap_ev": [8.300, 3.668], "lumo_ev": [0.183, -4.449]}

---

{"formula": "CH3O4", "method": "ωB97M-V/def2-TZVPD", "species": ["O", "O", "O", "O", "C", "H", "H", "H"], "xyz": [[-1.72655, -1.70879, 1.64132], [-0.44321, -0.46034, 0.09238], [0.40293, 1.01304, -1.38617], [-1.33069, -0.60486, 1.46022], [0.49825, 0.48621, -0.20518], [0.34836, 0.37031, -2.20776], [0.80658, 1.19864, 0.58958], [1.44433, -0.29421, 0.01561]], "forces_ev_per_a": [[0.714, 1.464, -0.671], [0.664, -0.425, -2.098], [0.292, -0.958, -3.299], [-1.133, -0.980, 2.326], [0.994, -1.356, 2.181], [-0.004, 1.551, 2.346], [-0.653, 0.077, -0.237], [-0.874, 0.627, -0.549]], "nbo_charge": [0.18, -0.18, -0.60, 0.25, 0.21, 0.55, 0.26, 0.33], "de_lowest_kcal_mol": 154.2, "gap_ev": [8.020, 9.590], "lumo_ev": [-9.395, -7.475], "charge": 1}

---

{"formula": "C4H5IN2", "method": "ωB97M-V/def2-TZVPD", "species": ["I", "N", "N", "C", "C", "C", "C", "H", "H", "H", "H", "H"], "xyz": [[-3.52863, 0.44318, -0.06601], [-1.10604, -1.24610, 0.25674], [-0.01268, -1.69004, 0.10174], [0.96828, -0.76979, -0.49038], [-0.53324, 1.04395, 0.29719], [0.91912, 0.55679, 0.22012], [-1.44585, 0.09150, 0.04144], [1.40260, 1.33542, -0.22815], [1.96246, -1.33750, -0.44718], [0.76872, -0.57174, -1.56950], [1.24930, 0.15811, 1.16039], [-0.64404, 1.98621, 0.72359]], "forces_ev_per_a": [[0.600, -0.093, 0.026], [-3.599, 0.139, 0.615], [3.059, -1.108, -0.820], [1.668, -0.395, -2.182], [0.914, -2.897, -0.291], [-2.661, -2.760, 1.182], [-0.386, 1.881, 0.346], [2.167, 1.667, -0.918], [-1.258, 1.203, 0.073], [-0.280, -0.623, 0.428], [0.585, 1.354, 1.447], [-0.809, 1.631, 0.093]], "nbo_charge": [0.16, -0.16, -0.09, -0.30, -0.18, -0.46, -0.07, 0.24, 0.22, 0.21, 0.22, 0.22], "de_lowest_kcal_mol": 62.6, "gap_ev": 9.106, "smiles": "IC1=CCCN=N1", "lumo_ev": 0.024}